{
  "formula": "C17H24N6O4PtS",
  "method": "ωB97M-V with the def2-TZVPD basis set",
  "symbols": ["Pt", "N", "N", "C", "N", "S", "H", "H", "H", "H", "H", "N", "C", "C", "N", "H", "H", "H", "H", "H", "H", "H", "H", "O", "C", "O", "C", "C", "C", "C", "C", "C", "N", "O", "O", "H", "H", "H", "H", "C", "C", "C", "C", "C", "C", "C", "H", "H", "H", "H", "H", "H", "H"],
  "coordinates": [[0.68385, 0.51752, 0.53619], [-1.01429, -0.77486, 0.75498], [-1.67403, -0.27103, 1.89587], [-0.94194, 0.37127, 2.83269], [-1.60329, 0.69258, 3.94208], [0.79205, 0.82820, 2.80154], [-1.60548, -0.69966, -0.09910], [-0.59161, -1.70705, 0.88565], [-2.70810, -0.30732, 1.94265], [-2.56952, 0.43877, 4.07338], [-1.05353, 1.12058, 4.69131], [2.20046, 1.56074, -0.14304], [1.88841, 3.01816, -0.22084], [0.38855, 3.31992, -0.50425], [-0.51211, 2.44390, 0.26780], [3.09385, 1.40371, 0.33774], [2.33867, 1.15118, -1.08391], [2.51968, 3.45262, -1.02961], [2.20527, 3.49282, 0.72795], [0.14199, 3.19779, -1.57248], [0.17917, 4.36581, -0.23612], [-1.42375, 2.29560, -0.16786], [-0.70786, 2.78505, 1.21399], [0.93771, -0.92760, -3.70076], [0.19659, -0.44641, -2.77458], [0.72758, 0.11982, -1.66662], [-1.22435, -0.50881, -2.98194], [-1.78675, -1.14805, -4.08367], [-3.16821, -1.15234, -4.29270], [-3.99643, -0.61152, -3.29627], [-3.43480, 0.02125, -2.14558], [-2.02599, 0.18096, -2.07571], [-4.25540, 0.31749, -1.04644], [-3.65306, 0.52058, 0.07636], [-5.47716, 0.38326, -1.17384], [-1.12801, -1.61188, -4.81164], [-3.63650, -1.56122, -5.18216], [-5.10826, -0.72388, -3.32275], [-1.57056, 0.77044, -1.26762], [0.98974, -2.80977, 0.44344], [2.13781, -2.35584, 1.09079], [3.06410, -1.49806, 0.40934], [4.04116, -0.84909, 1.13468], [4.07750, -0.92339, 2.52862], [3.24721, -1.84423, 3.18492], [2.27513, -2.54862, 2.49303], [0.39026, -3.59034, 0.90403], [0.85751, -2.65922, -0.63418], [2.92791, -1.40820, -0.67261], [4.78514, -0.25448, 0.60249], [4.78131, -0.33878, 3.13059], [3.38927, -2.01586, 4.26536], [1.61314, -3.22256, 3.01882]],
  "forces_ev_per_angstrom": [[-1.387, -1.684, 0.059], [-0.687, 0.542, -0.087], [-0.002, -0.118, 0.064], [0.295, 0.328, 1.218], [0.676, 0.226, 0.041], [-2.113, -0.657, 1.082], [0.297, -0.291, 1.259], [-0.557, 0.022, 0.069], [1.009, -0.168, -0.107], [-0.001, 0.032, 0.318], [-0.672, -0.181, -0.342], [2.731, 1.604, -1.278], [0.460, 0.657, -0.387], [0.212, 0.303, -0.196], [-0.236, -0.413, 0.441], [-0.362, 0.269, -0.042], [0.010, 0.564, 0.412], [-0.575, 0.001, 0.584], [-0.259, -0.363, -0.420], [0.231, -0.047, 0.421], [0.259, -0.219, -0.261], [0.313, 0.356, 0.043], [0.279, 0.035, -0.347], [0.332, 0.202, 0.632], [2.360, 2.294, 4.035], [-1.682, -2.701, -6.460], [-1.415, 0.614, -0.070], [-0.465, -0.239, -0.759], [-0.046, 0.598, 0.860], [-0.470, 0.131, 0.970], [1.934, -1.371, -2.877], [-1.263, -0.125, 0.790], [-1.858, 1.575, 3.376], [-1.137, -0.497, -2.519], [2.480, -0.284, 0.131], [-0.139, -0.088, 0.042], [0.289, -0.136, 0.142], [1.132, 0.167, -0.148], [-0.277, -0.489, -0.630], [0.059, -1.087, -0.819], [-0.199, 0.985, 0.317], [-0.537, -0.618, 0.344], [0.209, 0.602, -0.376], [0.155, -0.517, 0.369], [-0.036, -0.112, 0.485], [0.777, 0.346, -0.092], [-0.085, 0.114, 0.001], [0.083, -0.044, 0.376], [0.406, 0.033, 0.318], [-0.128, -0.018, 0.174], [-0.130, -0.277, -0.456], [-0.240, 0.221, -0.651], [-0.031, -0.077, -0.046]],
  "mulliken_charge": [2.54, -0.79, -0.31, 0.58, -0.42, -0.46, 0.11, 0.41, 0.33, 0.21, 0.25, -0.38, -0.60, -0.67, -0.78, 0.25, 0.42, 0.42, 0.39, 0.28, 0.46, 0.05, 0.38, -0.26, -0.15, -0.85, 0.55, -0.50, -0.85, -0.42, -0.18, 1.09, 0.87, -0.61, -0.50, 0.50, 0.45, 0.46, -0.31, -1.88, 1.20, -0.41, -0.60, -0.61, -0.46, -0.60, 0.59, 0.41, 0.46, 0.68, 0.45, 0.39, 0.44],
  "spin_multiplicity": 5,
  "charge": 2,
  "e_lumo_ev": [-7.2, -10.1],
  "s_squared": 6.05,
  "total_energy_ev": -49208.351,
  "homo_lumo_gap_ev": [5.27, 4.44]
}